Entry 1:
Here is the molecule C16H28O from the OMol25 dataset. Energies are from wB97M-V/def2-TZVPD.

Element x y z (Å)
C1 1.6963 -2.0576 -2.0948
C2 1.8510 -1.2006 -0.8290
C3 3.0377 -0.2601 -1.0544
C4 2.1638 -2.1476 0.3416
C5 2.1549 -1.4425 1.6919
C6 0.7949 -0.8031 1.9500
C7 0.3715 0.1749 0.8362
C8 1.2283 1.4479 0.9810
C9 0.4921 -0.5119 -0.5383
C10 0.0157 0.4021 -1.6870
C11 -0.7689 1.6483 -1.2626
C12 -1.7096 1.4681 -0.0616
C13 -2.0912 2.8458 0.4893
O1 -2.9365 0.8760 -0.4990
C14 -2.9256 -0.4942 -0.2056
C15 -2.1197 -0.6365 1.0845
C16 -1.1237 0.5422 1.0451
H1 0.8444 -2.7293 -2.0098
H2 2.5882 -2.6622 -2.2483
H3 1.5550 -1.4357 -2.9743
H4 2.8359 0.4571 -1.8456
H5 3.9029 -0.8475 -1.3577
H6 3.3036 0.2863 -0.1579
H7 3.1377 -2.6140 0.1771
H8 1.4161 -2.9452 0.3586
H9 2.9498 -0.6977 1.7292
H10 2.3617 -2.1693 2.4814
H11 0.0695 -1.6107 2.0439
H12 0.8072 -0.2680 2.9027
H13 1.5626 1.8285 0.0242
H14 2.1103 1.2533 1.5853
H15 0.6671 2.2320 1.4838
H16 -0.2134 -1.3487 -0.4876
H17 0.8671 0.7462 -2.2752
H18 -0.6074 -0.1902 -2.3593
H19 -0.0858 2.4666 -1.0418
H20 -1.3894 1.9704 -2.1022
H21 -2.5537 3.4322 -0.3003
H22 -1.2188 3.3762 0.8600
H23 -2.8116 2.7316 1.2955
H24 -2.4628 -1.0632 -1.0259
H25 -3.9634 -0.8201 -0.1021
H26 -2.7803 -0.5248 1.9446
H27 -1.6534 -1.6159 1.1436
H28 -1.1817 1.0682 2.0027

Forces on the atoms, in the same order (eV/Å):
0.02 0.18 0.20
-0.08 -0.37 -0.06
-0.21 -0.06 0.09
0.09 0.25 0.05
-0.16 -0.13 -0.01
0.15 0.07 -0.12
-0.24 -0.21 0.21
-0.02 -0.11 -0.04
0.16 0.16 0.00
-0.08 0.00 0.05
-0.20 -0.17 0.05
0.23 0.64 0.09
-0.01 -0.38 -0.18
-0.03 0.23 -0.01
-0.01 -0.42 0.09
-0.18 0.07 -0.19
0.01 -0.07 -0.04
-0.13 -0.09 0.01
0.11 -0.07 -0.04
-0.02 0.06 -0.17
0.03 0.12 -0.09
0.10 -0.05 -0.03
0.09 0.13 0.10
0.02 -0.09 -0.07
-0.05 -0.09 -0.03
0.08 0.03 0.05
0.07 0.06 0.02
-0.06 -0.02 0.03
-0.08 0.02 0.07
0.10 0.15 -0.09
0.14 0.03 0.01
-0.04 0.12 0.05
-0.02 -0.07 0.01
0.01 -0.07 -0.09
0.06 0.01 -0.08
0.01 0.03 0.00
0.01 0.10 0.06
-0.05 0.13 -0.09
0.11 0.07 0.04
-0.06 -0.01 0.11
-0.03 -0.01 0.06
0.09 -0.04 -0.04
0.00 -0.05 0.00
0.03 -0.05 0.06
0.03 0.01 -0.03

Output
**SMILES**: CC1(C)CCC[C@@]2(C)[C@H]1CC[C@@]1(C)OCC[C@@H]21
**DFT total energy**: -19094.629 eV
**M**: 236.40 g mol⁻¹
**HOMO-LUMO gap**: 10.185 eV
**Charge**: 0

Entry 2:
Here is a structure of composition C30H55N4O2P2Pb from the OMol25 dataset. Energies are from wB97M-V/def2-TZVPD.

Element x y z (Å)
C1 -2.1022 1.3534 -2.0621
C2 -1.7515 -0.9745 -1.8376
C3 -3.2294 1.1585 -2.8581
C4 -2.9586 -1.2020 -2.5453
C5 -3.6960 -0.1456 -3.0378
H1 -3.7056 2.0304 -3.3091
H2 -3.2824 -2.2354 -2.6698
H3 -4.6406 -0.3120 -3.5444
N1 -1.4605 0.3311 -1.4725
P1 -0.6157 3.0891 -0.3405
P2 0.2715 -2.8470 -0.6001
C6 -1.5592 2.7858 -1.8901
H4 -0.8850 3.0116 -2.7352
H5 -2.3785 3.5223 -1.9786
C7 -0.8951 -2.1258 -1.7097
H6 -1.4148 -2.9902 -2.1822
C8 0.9486 -4.2157 -1.8679
C9 -0.3104 -3.6985 1.0920
C10 1.0141 4.0230 -0.7093
C11 -1.9790 3.9711 0.6526
C12 2.4585 -3.9838 -1.7824
H7 2.8539 -4.2391 -0.7904
H8 2.9843 -4.5971 -2.5291
H9 2.6868 -2.9280 -1.9636
C13 0.6036 -5.6630 -1.5307
H10 0.9515 -5.9924 -0.5461
H11 -0.4722 -5.8565 -1.6212
H12 1.1013 -6.3044 -2.2765
C14 0.4550 -3.9704 -3.2934
H13 1.0454 -4.5625 -4.0083
H14 -0.5851 -4.2720 -3.4495
H15 0.5334 -2.9138 -3.5498
C15 0.9376 -4.3608 1.7017
H16 1.7034 -3.6107 1.9479
H17 0.6528 -4.8711 2.6336
H18 1.3986 -5.1097 1.0458
C16 -0.8255 -2.6301 2.0659
H19 -0.0803 -1.8558 2.2942
H20 -1.7513 -2.1544 1.7224
H21 -1.0660 -3.1223 3.0241
C17 -1.4356 -4.6935 0.8335
H22 -1.1122 -5.5692 0.2618
H23 -1.7954 -5.0548 1.8093
H24 -2.2835 -4.2199 0.3192
C18 -1.4741 4.1272 2.0940
H25 -2.2497 4.6574 2.6623
H26 -1.2950 3.1625 2.5884
H27 -0.5475 4.7169 2.1540
C19 -3.2393 3.0955 0.6198
H28 -3.6741 3.0166 -0.3822
H29 -3.0642 2.0847 1.0086
H30 -3.9864 3.5762 1.2623
C20 -2.3036 5.3396 0.0431
H31 -3.2297 5.6938 0.5159
H32 -1.5284 6.0866 0.2437
H33 -2.4841 5.3069 -1.0384
C21 1.4165 3.8534 -2.1822
H34 0.8008 4.4692 -2.8538
H35 2.4625 4.1819 -2.3032
H36 1.3594 2.8053 -2.5038
C22 2.1091 3.3986 0.1885
H37 2.2795 2.3332 -0.0422
H38 3.0559 3.9313 0.0099
H39 1.8651 3.4937 1.2582
C23 0.9081 5.5201 -0.4023
H40 0.1777 6.0214 -1.0499
H41 0.6677 5.7194 0.6503
H42 1.8916 5.9735 -0.6045
Pb1 -0.0346 0.6095 0.5652
C24 -2.3377 0.3054 2.1895
O1 -3.0189 -0.0997 3.0156
N2 1.1699 -0.3574 -1.3471
C25 1.2273 -0.9034 -2.4144
C26 2.1568 -0.7175 -3.6579
C27 1.8922 -1.6096 -4.8575
C28 2.0132 0.7082 -4.1459
C29 3.5901 -0.9320 -3.1961
H43 2.1162 -2.6641 -4.6685
H44 0.8685 -1.5003 -5.2336
H45 2.5733 -1.2983 -5.6669
H46 2.4160 1.4114 -3.4154
H47 2.5653 0.8406 -5.0863
H48 0.9655 0.9496 -4.3397
H49 4.3011 -0.6004 -3.9639
H50 3.7807 -0.3711 -2.2754
H51 3.7923 -1.9876 -3.0066
N3 1.8898 1.1506 4.7946
C30 0.7777 0.5147 4.3417
N4 -0.0597 0.0571 5.3115
O2 0.5203 0.3842 3.1221
H52 2.0891 1.1910 5.7836
H53 2.5912 1.4325 4.1196
H54 -0.8808 -0.4573 5.0356
H55 0.1738 0.1592 6.2935

Forces on the atoms, in the same order (eV/Å):
-0.84 0.28 -0.39
0.92 -0.53 0.00
0.83 0.94 0.33
-0.96 0.55 -0.45
0.17 -0.73 0.31
0.00 -0.35 0.11
0.03 0.38 -0.08
0.13 -0.07 -0.06
0.37 -0.30 0.73
-0.66 0.49 -0.50
1.35 -0.16 1.43
0.14 -0.11 -0.65
-0.25 -0.28 0.25
0.35 -0.44 0.06
-2.28 -0.85 0.18
0.04 0.89 0.18
-0.41 0.18 0.96
-0.44 0.00 -1.48
-0.31 0.29 0.14
1.01 0.08 -0.16
0.12 -0.16 -0.11
-0.12 0.06 -0.19
-0.01 0.08 0.08
-0.06 -0.40 0.17
0.18 -0.38 -0.19
-0.14 0.08 -0.27
0.26 0.06 0.04
-0.08 0.06 0.17
0.02 0.13 -0.13
0.06 0.07 0.23
0.11 0.01 0.15
-0.22 -0.52 -0.03
-0.07 0.11 -0.05
-0.19 -0.14 -0.11
0.04 0.08 -0.14
-0.16 0.27 0.21
0.21 -0.09 0.04
-0.09 -0.17 -0.17
0.12 -0.13 -0.16
0.02 0.07 -0.21
-0.18 -0.36 0.60
-0.13 0.31 0.19
-0.15 -0.11 -0.18
0.21 -0.09 0.07
-0.19 0.20 0.11
0.21 -0.08 0.06
-0.05 0.11 -0.15
-0.28 -0.15 -0.03
0.03 0.00 0.02
0.09 -0.03 0.21
-0.06 0.34 -0.22
0.08 -0.09 -0.05
-0.22 0.28 0.25
0.14 0.04 -0.13
-0.23 -0.24 -0.03
0.04 -0.03 0.24
-0.01 -0.12 -0.04
0.12 -0.21 0.21
-0.33 -0.09 0.08
-0.01 0.29 0.08
-0.17 0.01 0.00
-0.03 0.29 0.00
-0.25 -0.17 0.07
0.03 -0.04 -0.26
0.29 0.20 -0.03
0.19 -0.15 0.20
0.03 -0.03 -0.29
-0.25 -0.06 0.07
0.21 -1.72 -0.86
-1.95 -1.12 2.21
1.62 1.00 -1.88
0.95 -1.01 -3.95
1.46 3.62 2.76
-0.37 -0.78 -0.43
0.19 -0.40 -0.61
-0.31 0.74 0.04
0.50 -0.13 0.49
-0.14 0.32 -0.03
0.14 -0.13 0.10
-0.23 0.00 0.28
-0.04 -0.06 -0.04
-0.09 -0.11 0.28
0.01 0.08 0.00
-0.31 0.02 0.04
0.06 -0.08 -0.15
0.09 0.23 -0.06
0.00 -0.02 -0.28
-0.30 -0.05 -0.47
0.24 0.15 -0.02
0.39 0.30 1.66
0.16 0.04 -0.34
-0.28 -0.14 0.37
0.15 0.06 0.10
-0.27 -0.18 -0.46

Output
**Energy above the lowest of the compared OMol25 structures with the same formula, charge and spin**: 25.9 kcal per mole
**DFT total energy**: -65875.434 eV
**M**: 772.94 g mol⁻¹
**HOMO-LUMO gap**: 5.727 eV
**Charge**: +1